Record 1
Density functional theory data (ωB97M-V/def2-TZVPD) for 2 unconnected molecules or ions with the total composition C3H11NS2.

The geometry in XYZ format:
```
17
C3H11NS2 | the OMol25 dataset | ωB97M-V/def2-TZVPD
C -1.9070 0.0392 -1.3355
N -1.3741 0.3406 -0.0104
C -1.4390 -0.7764 0.9157
H -2.9573 -0.2422 -1.2702
H -1.3686 -0.7599 -1.8696
H -1.8078 0.9563 -1.9160
H -0.3804 0.5369 -0.1567
H -0.9995 -1.7130 0.5236
H -0.9535 -0.5267 1.8570
H -2.4888 -0.9942 1.1246
C 2.3185 0.4998 1.2850
S 3.2859 0.1965 -0.2231
S 1.6480 -0.1378 -1.5381
H 1.6665 -0.3355 1.5329
H 3.0532 0.5457 2.0946
H 1.7481 1.4242 1.2462
H 1.9556 0.9465 -2.2600
```

Values from the calculation:
SMILES string = CNC.CSS
F_max = 1.26 eV/A
LUMO = 0.31 eV
highest occupied orbital energy = -0.3216 hartree



Record 2
Density functional theory data (ωB97M-V/def2-TZVPD) for a molecular structure, C2H7ClO2Si.

The geometry in XYZ format:
```
13
C2H7ClO2Si | the OMol25 dataset | ωB97M-V/def2-TZVPD
C 1.7371 -0.5118 0.0875
C -1.5837 -1.0960 -0.0870
O -0.4711 1.6474 1.0267
O -0.0460 1.2676 -1.4538
Si 0.1159 0.5147 -0.0107
Cl -3.1416 -0.3287 0.1289
H 2.3574 -0.1979 0.8087
H 1.5103 -1.5543 0.1533
H 2.3425 -0.4275 -0.8627
H -1.2999 -1.8674 0.7681
H -1.6818 -1.4827 -0.9991
H 0.0882 1.8445 1.8035
H 0.0728 2.1921 -1.3635
```

Values from the calculation:
F_max = 6.63 eV/A
LUMO = 0.22 eV
highest occupied orbital energy = -0.3168 hartree



Record 3
Density functional theory data (ωB97M-V/def2-TZVPD) for a molecular structure, C33H28AuF2N4O3.

The geometry in XYZ format:
```
71
C33H28AuF2N4O3 | the OMol25 dataset | ωB97M-V/def2-TZVPD
Au -0.2233 -1.8178 -0.6965
C -0.3193 4.7985 -1.7375
O 0.7009 5.4600 -1.0285
C 1.4581 4.8925 -0.0595
C 2.3634 5.7979 0.5068
C 3.2298 5.4317 1.5090
C 3.2078 4.1322 1.9945
C 2.3196 3.2231 1.4575
C 1.4507 3.5747 0.4223
N 0.5037 2.6196 -0.0429
C 0.6576 1.2754 -0.1954
N 1.9139 0.8388 -0.4606
C 2.4690 -0.4265 -0.2776
C 1.7485 -1.5617 0.0631
C 2.3754 -2.7069 0.5171
C 3.7553 -2.8057 0.4512
C 4.4861 -1.7538 -0.0643
C 3.8756 -0.5631 -0.4274
O 4.6621 0.3878 -1.0144
C 4.7989 1.6832 -0.4501
N -0.3663 0.4739 -0.1361
C -1.6640 1.0067 -0.0513
C -2.1125 1.8151 -1.1074
C -3.3978 2.3134 -1.1502
C -4.2835 1.9875 -0.1320
C -3.8649 1.1899 0.9128
C -2.5664 0.6771 0.9735
O -2.3357 -0.1661 2.0169
C -1.0581 -0.2583 2.6103
H -0.6193 5.5055 -2.5105
H -1.1850 4.5900 -1.1030
H 0.0380 3.8826 -2.2111
H 2.3325 6.8023 0.1183
H 3.9097 6.1599 1.9205
H 3.8584 3.8391 2.8019
H 2.2579 2.2222 1.8632
H -0.4657 2.8964 0.0491
H 2.5771 1.5831 -0.6314
H 1.7992 -3.5316 0.9078
H 4.2522 -3.6996 0.7901
H 5.5553 -1.8237 -0.1770
H 5.8627 1.9297 -0.4780
H 4.4572 1.7192 0.5862
H 4.2724 2.4320 -1.0577
H -1.4240 2.0093 -1.9189
H -3.7091 2.9286 -1.9813
H -5.3019 2.3383 -0.1685
H -4.5321 0.9181 1.7166
H -1.1772 -0.9705 3.4259
H -0.7488 0.7093 3.0230
H -0.2966 -0.6324 1.9206
F -5.4466 -0.6748 -1.3710
C -4.5480 -1.5972 -1.0139
C -3.1996 -1.3363 -1.2307
C -2.2717 -2.2729 -0.8572
C -2.6415 -3.5346 -0.3779
C -4.0099 -3.7321 -0.1430
F -4.4507 -4.8843 0.3831
C -4.9666 -2.7787 -0.4364
C -1.6242 -4.5835 -0.3136
C -1.8790 -5.9290 -0.0287
C -0.8760 -6.8648 -0.2039
C 0.3759 -6.4477 -0.6304
C 0.5757 -5.0897 -0.8174
N -0.3907 -4.2024 -0.6698
H -2.9199 -0.4087 -1.7023
H -6.0092 -2.9705 -0.2371
H -2.8500 -6.2545 0.2992
H -1.0747 -7.9108 -0.0223
H 1.1697 -7.1552 -0.8034
H 1.5380 -4.6974 -1.1117
```

Values from the calculation:
F_max = 2.75 eV/A
charge = +1
LUMO (alpha / beta) = -4.87 / -4.87 eV
highest occupied orbital energy (alpha / beta) = -0.4020 / -0.4020 hartree